Formula: C2H5FS2
Source: the OMol25 dataset
Level of theory: the ωB97M-V functional and the def2-TZVPD basis

Structure (XYZ):
```
10
Properties=species:S:1:pos:R:3:lowdin_spin:R:1
C 0.975 1.021 -0.381 0.11
C 0.143 -0.022 0.375 0.69
F 0.787 -1.086 0.867 0.14
S -1.848 -1.884 -1.054 0.15
S -1.633 -0.146 0.258 0.11
H 1.044 0.613 -1.456 0.03
H 0.406 2.036 -0.436 0.01
H 2.013 1.231 -0.126 0.01
H 0.179 1.146 2.086 0.75
H -2.066 -2.910 -0.133 0.00
```

DFT total energy in eV: -26537.77513
2S+1: 3
Energy relative to the best compared isomer or geometry (same formula, charge and spin) in kcal per mole: 32.9
E_LUMO (spin up / spin down) in eV: 0.13 / -1.75
HOMO (spin up / spin down) in eV: -7.3 / -9.8
HOMO-LUMO gap (spin up / spin down) in eV: 7.48 / 8.01
Max |F| in eV/A: 2.45
Net charge: 0